{"formula": "C3H2INO2", "method": "ωB97M-V/def2-TZVPD", "e_homo_ha": -0.34111, "e_tot_ev": -16823.1764, "lumo_ev": -0.521, "mol_weight_g_mol": 210.96, "max_force_ev_per_a": 2.7, "elements": ["C", "C", "C", "N", "O", "O", "I", "H", "H"], "xyz": [[0.459, 1.387, 1.790], [-1.305, 0.110, -0.538], [0.875, -0.526, 0.212], [-0.293, -0.761, -0.622], [1.728, -1.374, 0.191], [0.916, 0.722, 0.766], [-2.864, -0.334, -1.949], [0.546, 2.350, 1.344], [-0.063, -1.574, -1.193]], "forces_ev_per_angstrom": [[-0.8, -1.4, 0.7], [0.2, -1.0, -0.8], [0.2, -1.4, 0.0], [0.1, 1.9, 1.2], [-0.5, 1.6, 0.6], [0.7, -1.5, -2.1], [0.6, -0.1, 0.4], [0.2, 1.8, 0.2], [-0.7, 0.0, -0.3]], "lowdin_charge": [0.14, -0.50, -0.47, -0.07, 0.16, -0.07, 0.67, 0.01, 0.14]}